Record 1
Computed, not measured: one molecule with the formula C20H23ClN4O3S2, with wB97M-V/def2-TZVPD.

Results
**Lowest unoccupied orbital energy**: 0.165 eV
**HOMO**: -7.85 eV
**Energy above the lowest of the compared OMol25 structures with the same formula, charge and spin**: 45.01 kcal per mole
**2S+1**: 1

The geometry in XYZ format:
```
53
C20H23ClN4O3S2 wB97M-V/def2-TZVPD
C 1.852 -3.231 -5.907
C 2.079 -3.385 -4.616
C 2.961 -2.487 -3.803
N 2.265 -1.952 -2.651
C 2.356 -2.505 -1.424
S 3.391 -3.736 -1.045
N 1.546 -2.024 -0.438
C 0.759 -0.875 -0.399
C 1.074 0.305 -1.076
C 0.245 1.403 -1.001
C -0.908 1.412 -0.196
N -1.757 2.483 -0.129
C -1.336 3.797 -0.565
C -2.131 4.837 0.235
O -3.514 4.680 0.050
C -3.924 3.404 0.493
C -3.191 2.301 -0.271
C -1.128 0.265 0.582
S -2.282 0.252 1.956
O -2.520 1.558 2.480
O -3.434 -0.539 1.628
N -1.505 -0.691 3.138
C -0.152 -0.933 3.331
C 0.273 -2.214 3.695
C 1.611 -2.505 3.868
C 2.567 -1.521 3.674
C 2.168 -0.242 3.334
C 0.824 0.055 3.174
Cl 0.365 1.674 2.784
C -0.355 -0.866 0.438
H 1.221 -3.906 -6.459
H 2.303 -2.430 -6.470
H 1.624 -4.195 -4.061
H 3.812 -3.057 -3.417
H 3.327 -1.653 -4.408
H 1.448 -1.391 -2.846
H 1.564 -2.580 0.406
H 1.981 0.368 -1.657
H 0.497 2.279 -1.576
H -0.274 3.930 -0.358
H -1.527 3.943 -1.640
H -1.886 5.847 -0.102
H -1.880 4.729 1.300
H -4.998 3.344 0.312
H -3.718 3.286 1.564
H -3.494 1.326 0.104
H -3.454 2.374 -1.340
H -2.093 -1.488 3.332
H -0.472 -2.983 3.839
H 1.908 -3.505 4.146
H 3.615 -1.746 3.792
H 2.893 0.544 3.196
H -0.601 -1.752 1.001
```


Record 2
Computed, not measured: one molecule with the formula C20H23ClN4O4 in a non-equilibrium geometry, with wB97M-V/def2-TZVPD.

Results
**Lowest unoccupied orbital energy**: -0.708 eV
**HOMO**: -8.43 eV
**Energy above the lowest of the compared OMol25 structures with the same formula, charge and spin**: 2.22 kcal per mole
**2S+1**: 1

The geometry in XYZ format:
```
52
C20H23ClN4O4 wB97M-V/def2-TZVPD
O 2.721 -0.390 -3.367
C 2.875 -0.776 -2.226
N 4.081 -1.119 -1.682
C 5.348 -1.068 -2.262
C 5.579 -0.582 -3.546
C 6.867 -0.561 -4.048
C 7.938 -1.014 -3.298
C 7.698 -1.495 -2.021
Cl 9.016 -2.068 -1.059
C 6.420 -1.526 -1.497
C 1.718 -0.933 -1.299
C 0.442 -1.068 -1.879
C -0.679 -1.204 -1.113
C -0.621 -1.197 0.302
N -1.717 -1.348 1.047
C -3.077 -1.389 0.574
C -4.030 -1.066 1.721
C -3.813 0.365 2.233
N -3.889 1.302 1.124
C -2.948 2.408 1.170
C -3.390 3.508 2.143
O -4.676 3.986 1.810
C -5.624 2.940 1.821
C -5.224 1.814 0.856
C 0.670 -1.032 0.882
N 0.880 -0.966 2.278
O 2.021 -0.853 2.689
O -0.089 -1.023 3.035
C 1.806 -0.905 0.074
H 4.070 -1.487 -0.741
H 4.752 -0.229 -4.138
H 7.039 -0.183 -5.044
H 8.941 -0.997 -3.692
H 6.258 -1.903 -0.498
H 0.378 -1.064 -2.956
H -1.638 -1.325 -1.588
H -1.575 -1.350 2.054
H -3.221 -0.635 -0.205
H -3.306 -2.380 0.162
H -3.883 -1.768 2.544
H -5.052 -1.177 1.359
H -4.547 0.573 3.023
H -2.820 0.437 2.683
H -1.960 2.035 1.442
H -2.897 2.832 0.162
H -2.723 4.370 2.087
H -3.390 3.119 3.174
H -6.573 3.387 1.520
H -5.726 2.544 2.844
H -5.944 0.997 0.916
H -5.224 2.209 -0.164
H 2.742 -0.747 0.591
```


Record 3
Computed, not measured: one molecule with the formula C20H23ClN6O4 in a non-equilibrium geometry, with wB97M-V/def2-TZVPD.

Results
**Lowest unoccupied orbital energy**: 0.490 eV
**HOMO**: -7.90 eV
**Energy above the lowest of the compared OMol25 structures with the same formula, charge and spin**: 0.00 kcal per mole
**2S+1**: 1

The geometry in XYZ format:
```
54
C20H23ClN6O4 wB97M-V/def2-TZVPD
C -2.735 -5.963 -2.834
C -2.440 -5.540 -1.402
O -1.652 -4.351 -1.355
C -2.329 -3.192 -1.504
O -3.530 -3.102 -1.610
N -1.484 -2.135 -1.522
C -0.058 -2.281 -1.300
C 0.612 -0.919 -1.437
N 0.041 0.044 -0.512
C 0.813 0.413 0.540
N 2.047 -0.065 0.703
C 2.535 0.562 1.791
C 1.599 1.440 2.312
C 1.860 2.235 3.462
O 1.134 3.042 4.015
N 3.150 1.979 3.936
C 4.114 1.111 3.463
O 5.191 1.004 4.005
N 3.767 0.387 2.342
C 4.699 -0.554 1.763
N 0.480 1.327 1.493
C -0.644 2.224 1.612
C -0.768 3.165 0.441
C 0.347 3.548 -0.293
C 0.237 4.419 -1.362
C -1.000 4.930 -1.715
C -2.124 4.569 -0.994
C -2.003 3.694 0.073
Cl -3.435 3.261 0.952
C -1.415 0.047 -0.430
C -2.009 -0.790 -1.559
H -1.808 -6.091 -3.388
H -3.281 -6.902 -2.832
H -3.340 -5.204 -3.324
H -3.376 -5.369 -0.861
H -1.841 -6.292 -0.884
H 0.127 -2.685 -0.297
H 0.357 -2.985 -2.028
H 0.492 -0.541 -2.457
H 1.674 -1.003 -1.208
H 3.426 2.502 4.759
H 5.598 -0.548 2.376
H 4.255 -1.549 1.749
H 4.936 -0.259 0.741
H -0.468 2.809 2.523
H -1.573 1.666 1.751
H 1.317 3.160 -0.020
H 1.119 4.701 -1.916
H -1.093 5.611 -2.546
H -3.095 4.962 -1.254
H -1.794 1.068 -0.520
H -1.740 -0.376 0.529
H -3.093 -0.860 -1.442
H -1.797 -0.323 -2.527
```


Record 4
Computed, not measured: one molecule with the formula C20H23ClO2 in a non-equilibrium geometry, with wB97M-V/def2-TZVPD.

Results
**Lowest unoccupied orbital energy**: -0.018 eV
**HOMO**: -9.21 eV
**2S+1**: 1

The geometry in XYZ format:
```
46
C20H23ClO2 wB97M-V/def2-TZVPD
C -1.296 2.684 -1.259
C -1.492 1.845 0.065
C -2.289 2.629 1.090
C -0.289 1.337 0.774
C 0.649 2.234 1.244
C 1.712 1.906 2.012
C 2.505 3.021 2.486
O 3.546 2.810 3.129
Cl 2.210 4.673 1.984
C 1.866 0.565 2.268
C 1.114 -0.427 1.686
C 1.595 -1.936 1.980
C 1.802 -2.145 3.446
C 2.975 -2.101 1.358
C 0.054 -0.030 0.876
O -0.513 -1.030 0.147
C 0.024 -1.068 -1.220
C -0.992 -1.369 -2.284
C -0.421 -1.909 -3.477
C -1.228 -2.082 -4.643
C -2.628 -1.831 -4.518
C -3.163 -1.462 -3.279
C -2.330 -1.165 -2.192
H -1.737 3.637 -1.051
H -1.767 2.140 -2.096
H -0.312 2.795 -1.639
H -2.044 0.906 -0.290
H -2.530 1.991 2.009
H -1.730 3.516 1.492
H -3.247 3.072 0.737
H 0.410 3.288 0.985
H 2.639 0.264 2.928
H 0.919 -2.661 1.647
H 2.023 -3.295 3.528
H 2.526 -1.541 3.999
H 0.822 -1.821 3.950
H 3.685 -1.729 2.020
H 3.172 -3.221 1.229
H 2.958 -1.622 0.363
H 0.625 -0.198 -1.503
H 0.670 -1.935 -1.238
H 0.599 -2.247 -3.457
H -0.636 -2.437 -5.482
H -3.329 -1.975 -5.308
H -4.258 -1.335 -3.186
H -2.867 -0.743 -1.309
```